Computed, not measured: 2 unconnected molecules or ions with the total composition C4H9NO2 at a distorted geometry, with ωB97M-V/def2-TZVPD.

Geometry (Å):
O -0.40267 -0.06042 1.50589
O -1.11022 1.63975 -2.32286
N -1.55035 2.24523 -0.06078
C 0.89071 -1.80665 0.38848
C 0.65672 0.53444 -0.49246
C -0.04013 -0.60961 0.23582
C -1.28765 1.83608 -1.18256
H 1.14321 -2.23101 -0.59031
H -0.83144 -0.74771 2.03073
H 1.60284 0.75589 -0.02442
H 1.81646 -1.48794 0.87801
H 0.19187 1.51802 -0.27319
H -0.95784 -0.94442 -0.28570
H 0.80800 0.29721 -1.55258
H -1.36327 1.66368 0.75740
H 0.43375 -2.60252 0.98854

electronic energy = -363.01407 hartree
SMILES = CC(C)O.N=C=O
E_HOMO = -10.397 eV

Atom charges from the natural (NBO) analysis, given in e for atoms 1 to 2:
1. O -0.744
2. O -0.515